# CH5O3Si2

A 3-piece molecular cluster, CH5O3Si2 overall (ωB97M-V with the def2-TZVPD basis set, the Open Molecules 2025 dataset).

The geometry in XYZ format:
```
11
Properties=species:S:1:pos:R:3:forces:R:3:lowdin_charge:R:1
C -2.38053 1.71420 -0.68188 -0.018 1.576 0.785 -0.57
O -2.30837 2.48502 0.21636 0.029 -1.071 -0.630 0.07
O -2.63526 1.34975 -1.76519 0.170 -0.672 0.121 0.09
O 1.12964 -0.58083 1.14613 -0.469 1.081 2.315 -0.80
Si 1.82322 -0.35850 -0.22805 -0.271 -1.047 -1.579 0.32
Si -0.36357 -1.00955 1.83069 -0.613 1.107 -0.570 0.40
H 1.06948 -1.11399 -1.26890 -0.255 0.784 -0.398 -0.06
H 2.92688 -1.23271 -0.21123 1.937 -0.679 -0.006 -0.11
H 2.31655 0.97687 -0.50841 -0.126 0.642 -0.289 -0.09
H -0.14156 -2.34153 1.19002 -0.827 -0.920 -0.388 -0.19
H -1.43649 0.11127 0.28047 0.444 -0.800 0.639 -0.06
```
Positions in Å, forces in eV/Å.

The calculation puts the relative energy (zero: lowest compared OMol25 entry of this formula, charge and spin) at 249.0 kJ/mol. The value obtained for the HOMO-LUMO gap is 6.77 eV. The net charge is -1.

***

# CH5OP

An isolated molecule of CH5OP (ωB97M-V with the def2-TZVPD basis set, the Open Molecules 2025 dataset).

The geometry in XYZ format:
```
8
Properties=species:S:1:pos:R:3:forces:R:3:lowdin_charge:R:1
C -0.34238 -0.65219 -0.02387 1.921 -4.920 1.243 -0.31
P 1.04009 0.48459 -0.01091 8.103 -2.751 1.896 0.80
O 2.77229 -0.14647 0.00860 -7.065 2.412 -0.495 -0.62
H -0.48142 -1.54381 -0.79062 1.053 2.034 1.396 0.10
H -0.35175 -1.15926 1.06865 -0.204 1.358 -2.573 0.11
H -1.11043 -0.02996 -0.20853 -3.291 1.995 -0.068 -0.04
H 0.79170 1.59825 -0.76409 -0.274 0.267 -1.114 -0.04
H 0.88215 1.15086 1.23509 -0.243 -0.396 -0.285 -0.01
```
Positions in Å, forces in eV/Å.

The calculation puts the relative energy (zero: lowest compared OMol25 entry of this formula, charge and spin) at 242.9 kJ/mol. The value obtained for the HOMO-LUMO gap is 9.81 eV. The SMILES is C[PH2]=O. The net charge is 0.

***

# CH5OP

An isolated molecule of CH5OP (ωB97M-V with the def2-TZVPD basis set, the Open Molecules 2025 dataset).

The geometry in XYZ format:
```
8
Properties=species:S:1:pos:R:3:forces:R:3:lowdin_charge:R:1
C -0.55920 -0.55850 0.62240 1.401 0.090 -1.024 -0.23
P 0.57915 0.60555 -0.51145 -2.098 -0.526 1.752 0.64
O 1.77922 1.29097 -0.02994 0.451 0.622 0.749 -0.48
H -1.30877 -0.13677 1.29346 -0.183 0.660 -0.797 0.02
H -0.96160 -1.20063 -0.18653 -0.338 0.271 0.620 0.02
H -0.04322 -1.21914 1.33319 0.626 0.161 -0.629 0.03
H 0.99375 -0.25461 -1.50528 -0.575 -0.566 -0.670 -0.01
H -0.47935 1.47313 -1.01585 0.717 -0.711 -0.002 0.01
```
Positions in Å, forces in eV/Å.

The calculation puts the relative energy (zero: lowest compared OMol25 entry of this formula, charge and spin) at 27.5 kJ/mol. The value obtained for the HOMO-LUMO gap is 11.31 eV. The SMILES is C[PH2]=O. The net charge is 0.

***

# CH5OPS

An isolated molecule of CH5OPS (ωB97M-V with the def2-TZVPD basis set, the Open Molecules 2025 dataset).

The geometry in XYZ format:
```
9
Properties=species:S:1:pos:R:3:forces:R:3:lowdin_charge:R:1
C 0.66669 -1.57404 1.03994 -1.360 1.827 0.859 -0.44
S 1.13441 -0.30331 -0.11987 -1.142 2.066 -2.400 0.86
O 0.08294 1.36041 -0.23663 2.004 -2.479 2.872 -0.94
P -0.77971 2.36327 -1.09462 -1.801 -0.977 -2.376 0.65
H 1.26505 -2.39288 0.78837 1.075 -1.353 -1.014 0.01
H -0.37722 -1.92194 1.10266 0.462 0.487 0.033 0.06
H 1.12754 -1.16029 1.91221 -0.679 -0.401 1.320 0.01
H -0.84116 1.53024 -2.28871 0.248 0.897 -0.090 -0.11
H -2.27853 2.09854 -1.10334 1.193 -0.066 0.797 -0.11
```
Positions in Å, forces in eV/Å.

The calculation puts the relative energy (zero: lowest compared OMol25 entry of this formula, charge and spin) at 378.2 kJ/mol. The value obtained for the HOMO-LUMO gap (alpha / beta) is 7.58 / 7.58 eV. The SMILES is CSOP. The net charge is 0.

***

# CH5OPS2

An isolated molecule of CH5OPS2 (ωB97M-V with the def2-TZVPD basis set, the Open Molecules 2025 dataset).

The geometry in XYZ format:
```
10
Properties=species:S:1:pos:R:3:forces:R:3:lowdin_charge:R:1
C 0.21058 -0.71721 0.58172 -1.862 1.176 -1.251 -0.56
O 0.21247 -0.57245 -0.78328 1.590 0.499 -1.483 -0.59
P -0.89215 -0.08653 -1.90602 -1.252 -1.222 1.163 0.83
S 0.43009 2.13317 1.66536 4.008 4.133 -1.421 0.27
S -0.85174 0.58711 1.43206 -3.584 -5.388 0.069 0.38
H 1.17376 -0.58185 1.02850 0.750 0.143 -0.093 0.06
H -0.16003 -1.70189 0.65616 -0.689 -1.093 1.631 0.07
H -0.97883 -1.29768 -2.70849 -0.585 0.018 0.815 -0.09
H 0.00652 0.16248 -2.84947 1.739 1.297 -1.398 -0.14
H 0.84932 2.07486 2.88348 -0.117 0.437 1.968 -0.24
```
Positions in Å, forces in eV/Å.

The calculation puts the relative energy (zero: lowest compared OMol25 entry of this formula, charge and spin) at 296.5 kJ/mol. As for the expectation value of S²: 2.009. The value obtained for the HOMO-LUMO gap (alpha / beta) is 5.72 / 6.04 eV. Its multiplicity is 3. The net charge is 0.

***

# CH5OS

A 2-piece molecular cluster, CH5OS overall (ωB97M-V with the def2-TZVPD basis set, the Open Molecules 2025 dataset).

The geometry in XYZ format:
```
8
Properties=species:S:1:pos:R:3:forces:R:3:lowdin_charge:R:1
O -2.25849 -0.18545 -0.04943 0.856 1.170 2.230 -0.30
H -2.82736 0.41041 0.53083 1.326 -1.161 -1.064 0.00
C 1.04452 0.73845 -0.89418 -0.063 1.391 1.387 -0.69
S 0.78502 -0.39096 0.50575 -0.128 -0.548 0.283 0.12
H 1.26668 1.70974 -0.38300 -0.224 -0.333 -0.765 -0.02
H 1.95376 0.51813 -1.45787 -0.434 -0.268 -0.429 -0.02
H 0.09545 0.86555 -1.44219 0.711 -0.172 -0.297 -0.01
H -1.24806 -0.19558 0.42080 -2.045 -0.079 -1.344 -0.08
```
Positions in Å, forces in eV/Å.

The calculation puts the relative energy (zero: lowest compared OMol25 entry of this formula, charge and spin) at 40.7 kJ/mol. The value obtained for the HOMO-LUMO gap is 6.87 eV. The net charge is -1.

***

# CH5OS2

An isolated ion of composition CH5OS2 and charge -1 (ωB97M-V with the def2-TZVPD basis set, the Open Molecules 2025 dataset).

The geometry in XYZ format:
```
9
Properties=species:S:1:pos:R:3:forces:R:3:lowdin_charge:R:1
O -1.25338 -0.95718 -1.36137 -2.232 -1.629 0.288 -0.63
H -1.56775 -0.92678 -2.26575 0.475 0.518 -0.179 -0.03
C -0.42895 -0.00978 0.86457 0.314 -0.593 -2.119 -0.37
S 0.19616 -0.06930 -0.93301 -0.155 0.325 0.282 0.39
S 2.18501 1.09554 -0.50409 0.846 0.891 0.124 -0.01
H -1.49205 -0.28689 0.80170 0.513 0.164 0.133 0.02
H -0.24972 0.95890 1.28137 0.060 0.528 0.243 -0.01
H 0.17286 -0.77563 1.32950 -0.087 -0.109 0.599 0.00
H 2.43781 0.97112 0.78707 0.266 -0.095 0.630 -0.36
```
Positions in Å, forces in eV/Å.

The calculation puts the relative energy (zero: lowest compared OMol25 entry of this formula, charge and spin) at 139.4 kJ/mol. The value obtained for the HOMO-LUMO gap is 6.37 eV. The net charge is -1.

***

# CH5OS2

A 2-piece molecular cluster, CH5OS2 overall (ωB97M-V with the def2-TZVPD basis set, the Open Molecules 2025 dataset).

The geometry in XYZ format:
```
9
Properties=species:S:1:pos:R:3:forces:R:3:lowdin_charge:R:1
O -0.21563 -0.83716 0.74056 0.513 -0.395 0.440 -0.59
H -0.43223 -0.13884 1.41508 -0.661 0.313 -0.523 -0.13
C 1.06347 -0.21208 -1.45820 0.006 0.377 0.543 -0.43
S 1.34692 -0.63774 0.27033 -0.054 -0.025 -0.065 0.71
S -1.98674 1.48938 1.83964 0.187 0.033 0.144 -0.19
H 0.24736 0.51241 -1.48129 0.070 -0.047 -0.070 0.03
H 1.98322 0.27511 -1.80212 -0.154 -0.264 -0.210 0.02
H 0.79747 -1.10238 -2.01917 0.111 0.037 -0.265 0.02
H -2.80384 0.65130 2.49517 -0.019 -0.030 0.007 -0.45
```
Positions in Å, forces in eV/Å.

The calculation puts the relative energy (zero: lowest compared OMol25 entry of this formula, charge and spin) at 49.7 kJ/mol. The value obtained for the HOMO-LUMO gap is 6.31 eV. The net charge is -1.

***

# CH5OS2

A 2-piece molecular cluster, CH5OS2 overall (ωB97M-V with the def2-TZVPD basis set, the Open Molecules 2025 dataset).

The geometry in XYZ format:
```
9
Properties=species:S:1:pos:R:3:forces:R:3:lowdin_charge:R:1
O -0.68039 -0.34691 -1.27028 -2.714 -0.831 -1.927 -0.61
H -0.69058 0.61487 -1.34562 1.240 1.586 1.141 -0.12
C 0.27649 -1.05854 1.03704 1.817 0.107 1.382 -0.49
S 0.09564 -1.53281 -0.63707 1.156 -1.310 -0.113 0.68
S -0.50314 2.61653 -0.46036 -0.073 -0.045 -0.183 -0.16
H 1.12045 -0.26019 1.06321 -1.813 -1.054 0.523 0.05
H 0.66365 -2.00341 1.57280 -0.568 1.351 -0.670 0.04
H -0.70201 -0.75181 1.46646 0.840 0.075 -0.127 0.04
H 0.41989 2.72227 -1.42617 0.116 0.122 -0.027 -0.43
```
Positions in Å, forces in eV/Å.

The calculation puts the relative energy (zero: lowest compared OMol25 entry of this formula, charge and spin) at 114.9 kJ/mol. The value obtained for the HOMO-LUMO gap is 6.61 eV. The net charge is -1.

***

# CH5OS2

A 2-piece molecular cluster, CH5OS2 overall (ωB97M-V with the def2-TZVPD basis set, the Open Molecules 2025 dataset).

The geometry in XYZ format:
```
9
Properties=species:S:1:pos:R:3:forces:R:3:lowdin_charge:R:1
O -0.85745 -1.89968 0.71561 0.157 0.422 -0.681 -0.53
H -0.55181 -2.15260 1.57962 -0.275 -0.506 0.692 -0.05
C -0.65743 0.45881 -0.56504 -0.840 -1.452 0.363 -0.48
S 0.31749 -0.59155 0.53157 0.484 0.469 -0.090 0.65
S 2.12170 1.73230 0.38527 0.009 -0.048 -0.014 -0.19
H -1.05314 1.28538 -0.01203 0.005 0.655 0.080 0.01
H -1.48726 -0.23189 -0.78024 0.016 0.313 -0.333 0.02
H -0.14445 0.74908 -1.47191 0.199 0.062 0.106 0.01
H 2.31235 0.65014 -0.38285 0.243 0.084 -0.124 -0.44
```
Positions in Å, forces in eV/Å.

The calculation puts the relative energy (zero: lowest compared OMol25 entry of this formula, charge and spin) at 104.7 kJ/mol. The value obtained for the HOMO-LUMO gap is 6.38 eV. The net charge is -1.